Record 1
Entry from the Open Molecules 2025 dataset: C46H37KN4O3P2S5Sb as an isolated structure (the ωB97M-V functional and the def2-TZVPD basis).

LUMO (spin up / spin down) = 0.1318 / 0.1318 Ha
E_tot = -156025.611 eV
Expectation value of S² = 0.7695
2S+1 = 2
Max |F| = 1.414 eV Å⁻¹
E_HOMO (spin up / spin down) = -0.57 / -2.53 eV
Charge = -2
HOMO-LUMO gap (spin up / spin down) = 4.16 / 6.11 eV

Positions of all 99 atoms, in Å:
K 0.07957 1.16203 0.38624
O -1.65973 -0.56102 -2.07264
S -1.74867 -1.04994 -0.58383
C -3.51695 -0.99262 -0.31773
C -4.38674 -1.12026 -1.38825
C -5.74840 -1.19878 -1.13803
C -6.23242 -1.12258 0.16140
C -5.35604 -0.91530 1.21486
C -3.98665 -0.84007 0.98871
P -2.78618 -0.26594 2.27142
C -3.47773 1.43562 2.39319
C -2.97727 2.35384 1.47588
C -3.53158 3.61782 1.35565
C -4.55889 4.00042 2.20719
C -5.04264 3.10472 3.15465
C -4.51891 1.82227 3.23406
C -3.34630 -1.09139 3.79522
C -3.85662 -2.38941 3.74546
C -4.08627 -3.10155 4.91167
C -3.80197 -2.53386 6.14621
C -3.27171 -1.25203 6.20364
C -3.03851 -0.54056 5.03858
C -1.38771 -2.69032 -0.45675
C -2.16871 -3.67320 -1.15219
C -1.87863 -5.00240 -1.04414
C -0.79911 -5.46699 -0.26336
C -0.01123 -4.51905 0.38965
C -0.25143 -3.16167 0.31450
P 0.80448 -1.96842 1.18243
C 2.44802 -2.14437 0.41063
C 2.62816 -2.71586 -0.84337
C 3.86988 -2.66887 -1.46238
C 4.94201 -2.05556 -0.83490
C 4.76711 -1.47576 0.41690
C 3.52857 -1.51356 1.03124
C 1.03247 -2.75766 2.82105
C 2.05181 -3.64652 3.15288
C 2.11352 -4.20761 4.41995
C 1.15358 -3.89517 5.37182
C 0.13564 -3.00564 5.05486
C 0.08740 -2.43628 3.79364
H -3.99098 -1.10458 -2.39649
H -6.43310 -1.30017 -1.96955
H -7.29624 -1.18055 0.35276
H -5.74336 -0.78081 2.21847
H -2.15490 2.11520 0.80872
H -3.14287 4.28389 0.59646
H -4.98899 4.99141 2.13032
H -5.85252 3.39568 3.81318
H -4.93120 1.11881 3.94730
H -4.06397 -2.85157 2.78805
H -4.47836 -4.10898 4.85043
H -3.97454 -3.09353 7.05638
H -3.02150 -0.80826 7.16073
H -2.58713 0.44285 5.09227
H -2.98814 -3.35363 -1.78200
H -2.49472 -5.71335 -1.58454
H -0.57312 -6.52098 -0.18798
H 0.82978 -4.85740 0.98675
H 1.79057 -3.18253 -1.34846
H 3.98785 -3.09933 -2.44917
H 5.90422 -2.00291 -1.32830
H 5.58506 -0.95959 0.90268
H 3.39130 -1.00701 1.98075
H 2.80790 -3.89448 2.41730
H 2.91728 -4.89246 4.66153
H 1.20551 -4.33481 6.36037
H -0.61761 -2.74100 5.78690
H -0.68848 -1.71877 3.55953
N -2.50321 2.73327 6.14176
C -1.33115 2.56568 5.38344
C -1.20569 3.22156 4.15847
C -0.03933 3.10752 3.42813
C 1.01760 2.33304 3.89717
C 0.89492 1.67784 5.10747
C -0.27764 1.78693 5.84628
S 2.55619 2.35291 2.99304
O 2.82884 3.75578 2.75225
O 3.52172 1.62748 3.79335
N 2.06497 1.56576 1.69206
C 2.88479 1.54661 0.59951
N 2.34637 1.04160 -0.53759
C 3.08462 1.06727 -1.63336
C 4.38226 1.55578 -1.63768
C 4.86140 1.99821 -0.41616
N 4.14756 1.99870 0.69435
H -3.30949 2.94801 5.56943
H -2.70344 1.96057 6.76039
H -2.02649 3.82022 3.78173
H 0.06950 3.64593 2.49472
H 1.72393 1.07899 5.46059
H -0.37076 1.26438 6.79219
H 2.59994 0.69169 -2.52958
H 4.97948 1.57743 -2.53712
H 5.87895 2.37171 -0.32340
S -3.47755 0.98353 -4.30278
Sb -1.46650 1.18514 -3.29654
S 0.39955 0.56345 -4.39303
S -1.26298 2.88929 -1.77315

Cartesian forces (eV/Å) of the 2 atoms listed first:
-1.4073 -0.0744 -0.1104
-0.0666 -0.5283 0.1016



Record 2
Entry from the Open Molecules 2025 dataset: one molecule with the formula C4H7NO (the ωB97M-V functional and the def2-TZVPD basis).

LUMO = 0.0386 Ha
E_tot = -7796.992 eV
Max |F| = 0.364 eV Å⁻¹
E_HOMO = -9.39 eV
Charge = 0
HOMO-LUMO gap = 10.44 eV

Positions of all 13 atoms, in Å:
O 1.98114 0.72879 0.23615
C 0.90626 0.23895 -0.50514
C 0.31014 -1.17408 -0.17134
C -1.05143 -0.49397 -0.05068
N -0.86939 0.40836 1.09805
C -0.46734 0.84934 -0.25185
H 1.62899 0.88267 1.12508
H 1.17375 0.30379 -1.56426
H 0.63904 -1.57285 0.79184
H 0.43978 -1.92303 -0.95662
H -2.02778 -0.84939 -0.36165
H -1.76024 0.84581 1.32355
H -0.88737 1.75669 -0.67394

Cartesian forces (eV/Å) of the 2 atoms listed first:
-0.0324 0.0920 0.2887
-0.1306 -0.0458 -0.2565



Q: The lowest E_tot belongs to which entry?
A: C46H37KN4O3P2S5Sb



Q: What is the max |F| in the second record?
A: 0.364 eV Å⁻¹